1.
126
Properties=species:S:1:pos:R:3 method="wB97M-V/def2-TZVPD" de_lowest_kj_mol=0.00 gap_ev=6.910 total_charge=-1 e_lumo_ev=1.9
C 2.15 -1.08 -0.97
C 1.40 0.11 -1.46
O 1.92 1.01 -2.38
H 3.18 -0.75 -0.87
H 2.19 -1.79 -1.80
H 1.71 -1.65 -0.15
H 1.14 0.58 -0.50
H 0.47 -0.33 -1.82
C 4.06 -1.34 2.19
C 4.02 0.15 2.04
O 5.16 0.52 2.80
C 5.42 -0.47 3.66
O 6.44 -0.51 4.37
O 4.60 -1.48 3.47
F 2.99 0.63 2.72
H 4.76 -1.78 1.48
H 3.04 -1.71 2.14
H 3.82 0.37 0.99
C -0.08 3.49 -3.49
C 0.32 4.51 -2.42
O -0.98 5.05 -2.20
C -1.72 4.87 -3.36
O -2.80 5.43 -3.56
O -1.09 4.02 -4.27
F 1.27 5.29 -2.91
H -0.34 2.57 -2.97
H 0.77 3.04 -4.00
H 0.67 4.02 -1.52
C 4.17 -0.89 -4.82
C 5.62 -0.93 -4.29
O 6.39 -1.03 -5.44
C 5.61 -1.00 -6.57
O 5.95 -0.98 -7.71
O 4.31 -0.93 -6.27
F 5.96 -1.91 -3.48
H 3.55 -0.02 -4.57
H 3.61 -1.66 -4.29
H 5.81 0.02 -3.79
C 5.47 2.01 -1.78
C 4.69 3.35 -1.94
O 5.05 3.74 -3.21
C 6.12 2.98 -3.74
O 6.59 3.01 -4.85
O 6.49 2.03 -2.71
F 5.27 4.26 -1.09
H 4.74 1.25 -2.05
H 5.81 1.82 -0.76
H 3.62 3.33 -1.77
C -5.62 -0.81 -0.61
C -5.58 -1.21 -2.11
O -4.28 -1.16 -2.73
P -4.34 -0.78 -4.32
O -5.67 -1.00 -4.97
O -3.28 -1.81 -4.98
C -2.07 -2.08 -4.23
C -1.01 -0.95 -4.43
O -3.63 0.63 -4.35
C -4.12 1.80 -3.68
C -3.33 1.86 -2.37
H -5.29 0.15 -0.23
H -6.68 -0.79 -0.37
H -5.04 -1.47 0.04
H -6.16 -2.10 -2.36
H -6.25 -0.54 -2.64
H -2.23 -2.26 -3.17
H -1.86 -3.11 -4.52
H 0.00 -1.18 -4.08
H -0.98 -0.52 -5.43
H -1.26 -0.07 -3.83
H -3.91 2.69 -4.26
H -5.21 1.78 -3.59
H -3.59 1.12 -1.61
H -2.26 1.80 -2.57
H -3.51 2.76 -1.79
C 1.92 2.90 7.67
C 1.51 2.20 6.37
O 0.52 3.08 5.79
P -0.20 2.63 4.37
O -0.42 1.18 4.41
O -1.60 3.49 4.46
C -2.65 3.15 5.26
C -2.98 4.35 6.12
O 0.59 3.19 3.06
C 0.52 2.50 1.77
C -0.70 2.72 1.04
H 1.04 3.42 8.06
H 2.33 2.18 8.38
H 2.74 3.54 7.36
H 2.29 2.17 5.61
H 1.01 1.26 6.61
H -3.47 2.82 4.62
H -2.36 2.22 5.75
H -2.07 4.92 6.27
H -3.62 5.07 5.61
H -3.33 4.05 7.11
H 1.46 2.68 1.26
H 0.72 1.48 2.10
H -0.86 2.09 0.16
H -1.63 2.66 1.60
H -0.72 3.72 0.61
C -2.26 -1.56 0.27
C -1.40 -2.82 0.06
O -1.45 -3.51 1.34
P -0.99 -5.11 1.39
O -0.18 -5.54 0.23
O -0.23 -5.09 2.85
C -0.18 -6.31 3.52
C -0.68 -5.93 4.86
O -2.41 -5.83 1.52
C -3.53 -5.21 0.96
C -4.82 -5.39 1.91
H -3.16 -1.87 0.79
H -1.63 -0.83 0.77
H -2.49 -1.19 -0.72
H -1.64 -3.41 -0.82
H -0.34 -2.67 -0.15
H -0.75 -7.11 3.04
H 0.85 -6.68 3.46
H -1.62 -5.38 4.77
H -0.88 -6.89 5.33
H 0.11 -5.41 5.39
H -3.52 -4.15 0.71
H -3.79 -5.66 0.00
H -4.71 -4.87 2.87
H -5.53 -4.77 1.36
H -5.00 -6.46 1.97

=====

2.
19
Properties=species:S:1:pos:R:3 method="wB97M-V/def2-TZVPD" de_lowest_kj_mol=0.00 gap_ev="6.833 / 9.022" total_charge=+1 e_lumo_ev="-5.9 / -4.1" multiplicity=7 s2=12.280
C 1.70 2.36 1.19
O 1.32 1.24 0.42
C 2.03 -0.01 0.71
C 1.50 -1.05 -0.25
H 1.10 3.21 0.84
H 1.51 2.18 2.26
H 2.77 2.57 1.03
H 1.89 -0.23 1.78
H 3.10 0.22 0.56
H 2.35 -1.38 -0.87
H 1.11 -2.04 0.04
O -2.29 0.25 0.13
C -3.03 -0.69 -0.19
C -2.78 -1.42 -1.46
O -1.83 -0.81 -2.23
Eu -0.27 0.41 -1.17
H -3.98 -0.85 0.34
H -3.77 -1.44 -1.99
H -2.43 -2.51 -1.14

=====

3.
51
Properties=species:S:1:pos:R:3 method="wB97M-V/def2-TZVPD" de_lowest_kj_mol=205.39 gap_ev="5.698 / 6.464" e_lumo_ev="-1.7 / -1.0" multiplicity=3 s2=2.071
V -0.13 -0.43 0.18
Br -3.85 5.17 -0.80
C -2.16 4.42 -0.45
C -1.03 5.22 -0.22
Br -1.22 7.10 -0.26
C 0.22 4.68 0.03
Br 1.74 5.74 0.34
C 0.44 3.27 0.07
O 1.57 2.73 0.28
C -0.74 2.51 -0.16
O -0.58 1.16 -0.14
C -2.00 3.04 -0.42
Br -3.42 1.84 -0.71
C 5.26 -1.01 0.15
N 4.09 -0.16 0.09
C 4.24 1.28 -0.15
C 2.85 -0.62 0.33
N 1.80 0.11 0.47
N 2.73 -2.01 0.44
C 1.64 -2.68 0.94
N 1.78 -4.02 1.07
N 0.57 -2.05 1.30
H 6.14 -0.39 0.04
H 5.28 -1.75 -0.66
H 5.34 -1.53 1.11
H 5.24 1.46 -0.53
H 4.09 1.85 0.77
H 3.51 1.63 -0.88
H 1.86 1.17 0.38
H 3.51 -2.57 0.13
H 2.57 -4.50 0.67
H 0.95 -4.56 1.21
H -0.16 -2.67 1.62
O -4.79 -4.89 -4.08
N -4.03 -3.97 -4.30
O -3.82 -3.47 -5.38
C -3.31 -3.40 -3.14
C -3.51 -3.98 -1.90
C -2.83 -3.43 -0.83
C -2.04 -2.28 -0.95
O -1.63 -1.60 0.09
C -1.75 -1.84 -2.26
C -2.42 -2.36 -3.36
N -0.76 -0.87 -2.42
O -0.72 -0.03 -3.33
O 0.29 -0.98 -1.56
N -2.92 -4.12 0.47
O -1.95 -4.06 1.21
O -3.96 -4.67 0.74
H -4.16 -4.83 -1.77
H -2.24 -1.97 -4.35

=====

4.
15
Properties=species:S:1:pos:R:3 method="wB97M-V/def2-TZVPD" de_lowest_kj_mol=494.32 gap_ev=10.735 e_lumo_ev=0.2
C -1.13 -0.88 0.25
C -0.23 0.19 0.88
C 1.23 0.35 0.20
C 1.26 0.60 -1.25
H -2.08 -0.69 0.60
H -0.94 -1.76 0.29
H -1.62 -0.35 -0.89
H -0.17 -0.14 1.91
H -1.68 1.37 1.12
H 1.90 0.86 0.74
H 1.50 -1.11 0.60
H 0.42 -1.18 -1.56
O -0.84 1.49 0.88
O 0.82 -0.43 -2.12
O 1.58 1.69 -1.65